Record 1
125
Properties=species:S:1:pos:R:3:forces:R:3:lowdin_charge:R:1 method="wB97M-V/def2-TZVPD" homo_lumo_gap_ev=7.054 charge=+1
F -1.681326 -2.469497 -8.266478 0.11 0.06 0.04 -0.02
C -0.637774 -1.593979 -8.177811 -0.21 0.09 -0.10 -0.97
F -0.835286 -0.682605 -9.155059 0.23 -0.04 0.06 0.04
Br 1.006020 -2.519221 -8.447899 -0.11 0.11 0.04 0.91
C -0.749820 -0.836086 -6.838348 0.07 0.39 0.30 -0.83
F 0.369067 -0.066497 -6.696122 -0.27 -0.20 -0.16 -0.01
Br -0.768474 -2.097437 -5.369484 -0.08 -0.18 0.02 0.86
C -1.967078 0.120317 -6.724894 -0.03 -0.09 0.13 -0.20
C -3.250758 -0.199208 -7.521088 0.09 0.30 0.04 -0.35
P -4.268881 -1.466929 -6.756629 0.04 0.12 -0.11 1.09
H -2.223790 0.161990 -5.659872 0.16 0.19 -0.17 0.10
H -1.616603 1.121608 -6.997764 -0.05 -0.26 -0.18 0.14
H -3.090266 -0.470891 -8.565668 0.02 0.01 0.06 0.09
H -3.886997 0.698420 -7.526304 0.11 -0.18 0.01 0.12
H -3.626035 -2.690870 -6.619600 -0.02 -0.10 0.01 0.00
H -4.667997 -1.047436 -5.491074 0.02 -0.06 0.11 0.02
H -5.436971 -1.648802 -7.491245 -0.04 -0.09 -0.05 0.02
C 1.116185 -0.827792 0.359905 -0.19 0.04 -0.04 -0.01
C 0.311178 -0.530635 -0.874653 0.19 0.08 -0.17 -0.54
O -0.861301 -0.176919 -0.848870 -0.16 -0.05 0.05 0.00
N 0.945349 -0.630591 -2.075097 0.05 -0.14 0.08 0.00
C 2.323539 -1.000887 -2.346865 -0.04 0.04 -0.07 -0.06
H 0.486458 -0.684418 1.231873 -0.02 0.00 0.00 0.09
H 1.481702 -1.854465 0.350786 0.07 0.01 0.02 0.09
H 1.978728 -0.168763 0.439552 0.04 -0.06 0.03 0.07
H 0.340593 -0.398355 -2.845570 0.08 -0.02 -0.09 0.08
H 2.862092 -0.197621 -2.852361 -0.02 0.05 0.03 0.07
H 2.371160 -1.889567 -2.979722 -0.01 -0.06 0.05 0.08
H 2.834570 -1.217230 -1.414367 0.01 -0.01 0.02 0.08
C 3.530211 -1.537280 4.449861 -0.01 0.07 -0.10 -0.01
C 4.166278 -1.155294 3.138697 0.00 0.01 0.03 -0.53
O 3.525745 -0.668559 2.215672 0.02 -0.03 0.00 0.01
N 5.500043 -1.375038 3.005916 0.06 -0.04 0.02 0.01
C 6.411364 -1.941576 3.980181 -0.02 0.05 -0.09 -0.08
H 2.472147 -1.300931 4.406956 -0.01 0.01 -0.03 0.08
H 3.635686 -2.600415 4.658859 -0.01 0.00 0.08 0.06
H 3.980116 -0.987203 5.276738 0.00 -0.04 0.04 0.09
H 5.872386 -1.095871 2.112332 0.00 0.01 -0.01 0.14
H 7.200828 -1.232504 4.234227 -0.01 0.00 0.03 0.08
H 6.876503 -2.851057 3.595887 -0.01 -0.02 0.02 0.08
H 5.872921 -2.191993 4.888119 0.01 -0.01 0.02 0.07
C -1.584745 -1.004653 -12.193152 -0.03 -0.05 -0.06 -0.01
C -2.756596 -0.434725 -12.960510 0.05 -0.01 0.06 -0.56
O -3.838795 -0.282475 -12.411399 -0.06 0.03 0.05 0.01
N -2.567044 -0.096705 -14.255516 -0.03 0.01 -0.02 0.01
C -1.356828 -0.212544 -15.046160 -0.07 0.01 0.00 -0.07
H -1.950153 -1.211277 -11.194241 0.05 -0.03 0.00 0.05
H -1.220512 -1.932886 -12.634750 0.02 0.03 -0.05 0.09
H -0.755583 -0.298373 -12.138953 0.01 -0.01 -0.01 0.09
H -3.390427 0.278160 -14.700625 -0.01 0.00 -0.01 0.14
H -1.036887 0.763973 -15.410861 0.02 0.00 0.02 0.09
H -1.515199 -0.866403 -15.904218 0.01 -0.02 0.01 0.09
H -0.555967 -0.629816 -14.444405 0.02 0.00 0.00 0.07
C 0.567483 -4.658979 7.759132 0.00 0.03 0.05 -0.01
C 1.375784 -4.380244 6.520010 -0.12 -0.04 0.06 -0.55
O 2.333564 -3.612027 6.518563 0.08 -0.04 -0.02 0.00
N 1.014550 -5.026540 5.384037 -0.03 -0.02 0.02 0.02
C -0.097502 -5.938540 5.192085 0.13 0.00 -0.09 -0.08
H 0.987209 -4.077010 8.574308 0.02 0.02 -0.01 0.09
H -0.480943 -4.398651 7.612675 0.00 -0.01 -0.05 0.06
H 0.644901 -5.716239 8.010993 -0.03 0.02 0.03 0.07
H 1.602742 -4.819590 4.593017 -0.01 0.03 -0.02 0.13
H 0.259959 -6.922021 4.879261 0.01 -0.01 0.04 0.08
H -0.782306 -5.552810 4.437317 -0.04 0.00 0.03 0.08
H -0.653736 -6.043977 6.114765 -0.03 0.00 0.00 0.07
C -1.951496 5.620501 0.884711 0.02 0.00 -0.11 -0.01
C -1.640062 5.315999 -0.559266 -0.04 -0.03 0.12 -0.55
O -1.504667 6.193268 -1.399372 0.06 0.02 -0.08 0.02
N -1.507425 4.008709 -0.909067 -0.09 -0.09 0.03 0.00
C -1.617195 2.819559 -0.083117 0.01 0.11 -0.07 -0.07
H -2.023844 6.693491 1.009386 0.00 0.02 0.00 0.06
H -2.896838 5.169842 1.187631 0.01 -0.02 0.04 0.09
H -1.169883 5.246003 1.545588 -0.02 -0.01 0.04 0.09
H -1.298717 3.881406 -1.885877 -0.09 -0.02 0.05 0.11
H -0.688113 2.252890 -0.094774 0.01 -0.04 0.04 0.07
H -2.406783 2.163261 -0.449035 0.01 -0.03 0.04 0.08
H -1.842031 3.089863 0.943747 -0.01 0.06 0.00 0.08
C -2.085409 9.522465 2.635486 0.01 -0.04 0.00 -0.01
C -2.666470 8.552301 3.639813 0.01 0.07 0.01 -0.55
O -2.467247 7.350827 3.566470 0.00 -0.03 -0.02 0.02
N -3.425946 9.070979 4.639842 -0.03 0.03 0.01 0.01
C -3.765016 10.458289 4.884425 0.00 -0.09 0.03 -0.08
H -1.507970 8.956951 1.911114 0.00 -0.02 0.00 0.07
H -2.873280 10.067471 2.114718 0.01 0.03 0.01 0.09
H -1.431151 10.245491 3.123429 -0.01 0.02 -0.01 0.09
H -3.781501 8.375973 5.276891 0.00 -0.01 0.01 0.14
H -3.398946 10.783374 5.859453 0.02 0.02 -0.01 0.08
H -4.845534 10.607049 4.855538 0.00 0.01 -0.02 0.08
H -3.315862 11.090757 4.126175 0.00 0.02 0.00 0.07
C 1.143114 2.065675 -4.035361 -0.11 0.04 0.01 -0.02
C 2.485835 2.632077 -3.623325 -0.09 0.10 0.13 -0.55
O 3.520342 2.041466 -3.883630 0.09 -0.08 -0.04 0.03
N 2.487210 3.804720 -2.945218 0.01 -0.07 -0.06 0.02
C 1.354260 4.618803 -2.544998 0.15 0.05 -0.02 -0.07
H 1.333550 1.134567 -4.561417 0.02 0.00 -0.02 0.06
H 0.520135 1.869434 -3.160199 -0.01 0.04 -0.02 0.07
H 0.608564 2.750003 -4.696407 0.00 0.03 0.01 0.09
H 3.410799 4.123193 -2.696226 0.01 0.00 0.01 0.14
H 1.414378 5.613933 -2.986564 -0.06 -0.02 0.00 0.09
H 1.314308 4.725512 -1.460693 -0.05 -0.02 -0.02 0.09
H 0.427486 4.158809 -2.871942 0.10 0.05 -0.05 0.05
C -2.173186 -1.704150 6.404979 0.02 -0.04 -0.01 0.00
C -2.967871 -2.989004 6.352281 0.06 0.07 0.03 -0.54
O -2.422648 -4.072299 6.206677 -0.04 -0.03 -0.03 0.02
N -4.315758 -2.901262 6.477793 -0.05 0.02 -0.02 0.01
C -5.124117 -1.712902 6.661537 0.01 -0.10 0.00 -0.08
H -1.122164 -1.952943 6.291900 0.00 -0.02 0.00 0.08
H -2.467486 -1.027485 5.601984 -0.01 0.02 0.02 0.09
H -2.317601 -1.192385 7.356967 -0.01 0.02 -0.01 0.09
H -4.783380 -3.793268 6.440994 0.00 -0.01 0.01 0.14
H -5.678832 -1.760456 7.599660 0.01 0.02 0.01 0.08
H -5.838163 -1.597039 5.844692 0.01 0.02 -0.01 0.08
H -4.491014 -0.832333 6.686369 0.00 0.02 0.00 0.07
C 4.184493 -6.321676 6.399255 0.06 -0.04 -0.02 -0.01
C 3.823812 -6.339146 7.866750 0.01 0.20 -0.11 -0.54
O 2.768853 -6.806040 8.262510 -0.03 -0.12 0.02 0.03
N 4.711384 -5.792346 8.736151 0.07 -0.06 0.03 0.02
C 5.988738 -5.177479 8.445056 -0.08 -0.01 0.06 -0.08
H 3.370116 -6.787462 5.852756 -0.01 -0.01 0.02 0.08
H 4.307783 -5.296136 6.048523 -0.02 0.00 0.02 0.07
H 5.106117 -6.874371 6.211628 0.01 0.00 0.00 0.08
H 4.407141 -5.825296 9.696140 -0.01 0.01 0.01 0.14
H 6.800497 -5.701427 8.952654 0.01 -0.01 -0.02 0.08
H 5.999512 -4.133587 8.763135 0.00 0.01 -0.03 0.08
H 6.180700 -5.207979 7.377591 0.01 0.01 -0.01 0.07

Record 2
113
Properties=species:S:1:pos:R:3:forces:R:3:lowdin_charge:R:1 method="wB97M-V/def2-TZVPD" e_above_lowest_ev=0.000 homo_lumo_gap_ev=7.258 charge=0
Zr 0.487339 -0.468141 0.661440 0.28 0.29 -0.08 2.09
C -2.557035 -0.489802 -3.499124 -0.15 -0.30 0.99 -0.02
C -1.239932 -1.308628 -3.382401 -0.96 -0.03 0.28 -0.49
C -0.924629 -1.790291 -4.812571 -0.18 0.09 -0.20 -0.14
C -0.406119 -0.721338 -5.757200 0.27 0.26 -0.13 -0.19
C 0.748855 0.007529 -5.069868 0.17 -0.69 -0.30 -0.15
C 0.428082 0.506736 -3.641821 0.07 1.05 -0.73 -0.47
N -0.114845 -0.577298 -2.824139 2.01 -1.01 -1.33 -0.14
O -0.119099 -0.308510 -1.479966 -0.69 0.81 2.78 -0.33
C -0.515630 1.730047 -3.819067 0.52 0.82 0.39 -0.02
C 1.767194 1.047340 -3.094491 -0.35 -1.01 -0.12 -0.03
C -1.529374 -2.554397 -2.527524 0.36 0.39 0.14 -0.03
H -2.749882 0.123850 -2.614613 0.39 0.16 -0.01 0.07
H -3.394027 -1.192369 -3.465860 -0.07 0.07 -0.60 0.08
H -2.560552 0.142109 -4.380098 -0.26 -0.04 -0.06 0.07
H -1.840030 -2.235584 -5.212150 -0.03 -0.04 0.06 0.12
H -0.165931 -2.578161 -4.836475 0.01 -0.06 0.43 0.12
H -1.101244 0.034184 -6.138036 -0.51 -0.17 0.59 0.10
H -0.135583 -1.217121 -6.694956 0.53 0.01 0.14 0.11
H 1.049414 0.839971 -5.710319 0.03 0.24 0.29 0.12
H 1.635162 -0.632727 -4.993900 -0.11 -0.21 -0.03 0.12
H -1.162502 1.887070 -2.956629 -0.37 -0.36 -0.38 0.05
H -1.029390 1.732991 -4.777648 -0.51 -0.20 0.25 0.07
H 0.058701 2.664740 -3.838229 0.29 -0.18 -0.10 0.08
H 1.579117 1.759386 -2.297635 0.32 -0.01 0.09 0.06
H 2.334995 1.449630 -3.933980 -0.18 0.58 0.12 0.09
H 2.380996 0.216204 -2.743827 -0.23 0.05 0.20 0.06
H -0.637674 -3.187306 -2.493701 -0.13 -0.20 -0.35 0.08
H -2.365908 -3.097486 -2.965360 0.08 -0.16 0.05 0.09
H -1.745536 -2.315917 -1.485125 -0.18 0.18 -0.17 0.06
C 0.568937 3.770365 1.778436 0.14 -0.53 -0.25 -0.03
C 1.839851 3.780563 0.867630 -1.87 0.70 -0.11 -0.47
C 2.694293 4.935428 1.412401 0.65 -0.02 -0.95 -0.15
C 4.045066 4.934384 0.695360 -0.13 -0.06 0.92 -0.17
C 4.698539 3.613708 1.079586 0.12 0.25 0.41 -0.15
C 3.948309 2.383835 0.579266 -0.42 -0.27 -0.69 -0.50
N 2.511141 2.489610 0.937097 1.25 0.53 1.91 -0.14
O 1.755282 1.413230 0.527146 -1.58 -2.03 -0.89 -0.33
C 4.523240 1.148429 1.285779 -0.17 0.21 0.27 -0.02
C 4.247156 2.253443 -0.924291 0.76 -0.24 -0.04 -0.02
C 1.368429 4.103306 -0.564606 0.19 -0.15 -1.28 -0.02
H 0.112808 2.778824 1.756328 0.14 0.07 0.14 0.04
H -0.201030 4.464989 1.435657 0.26 0.23 -0.11 0.08
H 0.816246 4.045731 2.804017 0.06 -0.16 0.03 0.07
H 2.770777 4.837348 2.495793 0.40 -0.06 0.00 0.11
H 2.261987 5.918793 1.213609 -0.68 -0.28 0.03 0.12
H 4.628141 5.799982 1.018267 0.20 -0.15 0.08 0.11
H 3.883940 5.076454 -0.374610 0.06 -0.26 -0.08 0.10
H 4.697579 3.553821 2.173550 0.08 0.13 0.03 0.12
H 5.744907 3.555656 0.774431 -0.03 -0.12 -0.16 0.12
H 4.151003 1.163083 2.311193 0.16 -0.08 0.06 0.09
H 5.613941 1.185123 1.285992 0.02 0.02 0.00 0.09
H 4.218296 0.193459 0.861774 -0.09 0.06 -0.05 0.06
H 5.332627 2.174616 -1.057172 0.03 -0.08 0.21 0.09
H 3.987492 3.116971 -1.534550 -0.48 -0.17 0.01 0.08
H 3.866784 1.315998 -1.326979 -0.34 0.35 -0.34 0.05
H 1.539021 5.131554 -0.896854 -0.18 0.17 0.43 0.09
H 0.327047 3.854035 -0.769595 -0.01 0.13 0.29 0.06
H 1.904954 3.522984 -1.318289 0.15 -0.12 0.25 0.05
C -3.432732 -3.402363 0.584448 0.17 -0.31 0.40 -0.02
C -3.572796 -2.062368 1.341728 -1.03 0.14 -0.31 -0.49
C -4.906868 -2.013870 2.120685 -0.50 -0.58 0.21 -0.14
C -4.870846 -2.880001 3.363615 0.48 -0.91 0.30 -0.19
C -3.692657 -2.487349 4.258690 -0.62 -0.03 -0.21 -0.14
C -2.342564 -2.512062 3.528457 0.04 -0.54 -0.49 -0.49
N -2.488171 -1.779193 2.256375 -0.37 1.65 1.22 -0.14
O -1.298455 -1.534228 1.612324 2.84 0.28 -1.56 -0.35
C -1.916650 -3.989719 3.342903 0.62 0.52 0.42 -0.02
C -1.272945 -1.849501 4.407957 -0.33 0.01 0.13 -0.03
C -3.715100 -0.919141 0.334144 0.32 0.58 -1.16 -0.05
H -2.373975 -3.621499 0.433821 -0.01 0.32 -0.55 0.07
H -4.020102 -3.392725 -0.333385 0.30 0.01 -0.18 0.08
H -3.763759 -4.274880 1.152458 -0.35 0.26 0.17 0.06
H -5.743394 -2.314609 1.481600 0.26 -0.29 -0.26 0.12
H -5.191423 -0.988681 2.372005 0.48 0.12 0.26 0.11
H -4.727194 -3.948297 3.153873 0.00 0.12 -0.61 0.10
H -5.808457 -2.928018 3.923288 -0.02 0.61 0.03 0.11
H -3.633857 -3.233993 5.053447 0.04 0.34 0.34 0.12
H -3.940504 -1.497784 4.653495 0.45 0.03 0.22 0.12
H -1.720900 -4.443166 4.317901 -0.29 -0.01 0.07 0.08
H -0.927813 -3.959097 2.880795 -0.29 -0.34 -0.49 0.07
H -2.658219 -4.583643 2.821640 0.25 -0.10 -0.22 0.06
H -0.962568 -2.564774 5.170744 -0.17 0.14 0.22 0.09
H -1.744437 -0.989335 4.891504 0.25 0.14 0.14 0.08
H -0.355890 -1.545831 3.904258 -0.23 -0.16 -0.33 0.06
H -4.513670 -1.094539 -0.394625 -0.17 -0.35 0.29 0.09
H -2.851645 -0.712806 -0.306410 0.24 -0.36 0.35 0.05
H -3.971050 0.045682 0.783639 0.03 -0.16 0.43 0.08
F 1.905573 -1.353353 1.959024 -1.81 0.79 -1.44 -0.49
C -1.656960 2.166978 -0.203692 -0.70 0.32 -0.09 -0.10
O -1.361561 1.128016 0.733861 0.29 0.45 -0.44 -0.24
H -2.729423 2.139650 -0.424920 0.07 -0.19 -0.23 0.10
H -1.475897 3.157203 0.219616 0.28 -0.18 0.00 0.07
H -1.094249 2.014313 -1.118603 0.13 -0.14 0.29 0.05
H -2.114390 1.110276 1.332254 0.24 -0.65 0.28 0.09
C 0.672097 -3.869253 0.467875 -0.33 0.09 0.06 -0.08
O 0.531240 -2.639778 -0.274035 0.49 -0.81 0.57 -0.27
H 0.622490 -3.613888 1.520259 0.13 -0.03 -0.03 0.06
H -0.149513 -4.538284 0.206279 -0.12 0.05 0.09 0.09
H 1.601967 -4.384971 0.227728 0.18 0.24 0.07 0.09
H 0.689434 -2.888431 -1.191310 -0.12 0.85 -0.19 0.07
C 3.350654 -1.883723 -1.356322 -0.11 -0.46 -1.24 -0.12
O 2.589596 -0.887402 -0.714641 0.31 0.12 0.22 -0.25
H 2.769441 -2.298035 -2.190448 -0.34 -0.28 0.38 0.08
H 4.199144 -1.495195 -1.929233 0.20 0.39 0.59 0.09
H 3.693075 -2.676717 -0.692807 -0.10 0.10 0.18 0.09
H 3.103061 -0.072145 -0.681161 -0.39 0.13 0.29 0.02
C 0.850730 1.243332 3.998961 -0.49 -0.86 0.59 -0.08
O 0.107383 0.580364 2.945277 0.48 0.72 0.29 -0.25
H 0.646346 0.636385 4.888238 0.25 0.19 0.18 0.08
H 1.925750 1.238730 3.859261 -0.09 0.07 -0.64 0.09
H 0.449834 2.239762 4.181209 0.24 0.09 -0.23 0.08
H -0.738867 0.441485 3.384875 -0.23 -0.49 -0.65 0.06